No. 1
Here is a molecular structure, C18H42N3O9PS7 from the Open Molecules 2025 dataset. Energies are from ωB97M-V with the def2-TZVPD basis set.

Positions of all 80 atoms, in Å:
N -4.46989 -0.57640 0.07729
P -4.17780 -1.57796 -1.05733
O -5.27624 -2.72482 -1.18543
O -4.09143 -0.88689 -2.50617
C -2.64012 -2.51020 -0.96455
C -1.68293 -2.46476 -2.01099
C -0.50042 -3.12386 -1.94379
C -0.21095 -3.85827 -0.77620
N 0.89144 -4.55157 -0.49639
S 0.71366 -5.16968 0.95102
N -0.75335 -4.62938 1.31778
C -1.15271 -3.90973 0.27110
C -2.39790 -3.23572 0.16294
O -3.34441 -3.34978 1.12668
H -4.56608 0.35887 -0.29831
H -4.89084 -3.55439 -1.49112
H -4.17686 -1.54983 -3.20134
H -1.86782 -1.86385 -2.87959
H 0.21865 -3.07843 -2.73940
H -3.06195 -2.92413 1.94132
C 1.94852 1.14787 -0.85539
S 0.18921 0.91278 -0.63419
O -0.00900 -0.49057 -0.17872
C -0.25612 0.95729 -2.37719
H 2.41153 1.09569 0.13154
H 2.34345 0.35993 -1.49831
H 2.13002 2.12889 -1.29536
H 0.28194 0.17448 -2.91311
H -0.01177 1.93671 -2.78925
H -1.32776 0.78554 -2.45663
C -2.75580 3.14528 -5.03602
S -2.92642 1.35715 -5.01601
O -2.62731 0.87277 -6.39036
C -4.70906 1.35202 -4.83536
H -1.70455 3.37714 -5.19579
H -3.35617 3.55608 -5.84656
H -3.08108 3.55032 -4.07795
H -5.16192 1.89287 -5.66744
H -4.97911 1.81857 -3.88895
H -5.04896 0.31972 -4.83800
C 5.02101 -0.16654 3.49747
S 3.43508 0.52139 3.03995
O 3.64737 1.37547 1.83302
C 3.29421 1.62642 4.44239
H 5.33094 -0.86451 2.72352
H 5.76131 0.62771 3.58614
H 4.90953 -0.69484 4.44411
H 4.14435 2.30924 4.45048
H 3.25577 1.03096 5.35336
H 2.36929 2.18860 4.32974
C 0.81106 -2.41516 7.57990
S 1.45523 -2.17579 5.92204
O 2.50753 -1.12592 6.02244
C -0.00477 -1.38624 5.24490
H 1.60062 -2.86048 8.18079
H 0.52231 -1.45256 8.00157
H -0.04386 -3.08954 7.53958
H -0.23764 -0.49237 5.82360
H -0.83767 -2.08843 5.26818
H 0.21588 -1.11422 4.21435
C 10.16842 -1.06907 6.10782
S 8.55781 -1.55554 5.47942
O 8.27440 -0.69377 4.30431
C 7.60971 -0.89426 6.85476
H 10.91083 -1.35327 5.36576
H 10.18974 0.01015 6.25824
H 10.36535 -1.59244 7.04331
H 7.80760 0.17304 6.95399
H 7.88009 -1.42268 7.76878
H 6.55564 -1.05572 6.63837
C -4.94909 5.29834 -7.90925
S -6.67938 4.87366 -7.67906
O -6.76587 4.05923 -6.43925
C -6.76947 3.72809 -9.05865
H -4.66625 5.97803 -7.10826
H -4.34257 4.39353 -7.86316
H -4.82251 5.79371 -8.87150
H -6.03443 2.93460 -8.92267
H -6.58780 4.26600 -9.98886
H -7.77142 3.30544 -9.07011

electronic energy	-4681.0183	Eh
HOMO level	-8.3581	eV
energy relative to the best compared isomer or geometry (same formula, charge and spin)	0.000	eV
Kohn-Sham gap	0.2918	hartree
spin multiplicity	1

Here are the Mulliken charges for atoms 1 to 6, given in e:
1 N -0.86
2 P 0.89
3 O -0.55
4 O -0.32
5 C 0.07
6 C -0.54

---

No. 2
Here is 10 unconnected molecules or ions with the total composition C18H42N6O24 from the Open Molecules 2025 dataset. Energies are from ωB97M-V with the def2-TZVPD basis set.

Positions of all 90 atoms, in Å:
C -0.30601 -1.87314 0.88966
N 0.21516 -0.52457 1.44348
O -0.18873 -0.21673 2.60058
O 0.95889 0.10840 0.75276
H 0.51023 -2.51986 1.21155
H -0.47013 -1.73362 -0.17884
H -1.28772 -1.99088 1.34846
C -5.51370 2.59978 3.69477
N -5.49955 2.97976 2.24683
O -5.27042 2.13041 1.40118
O -5.90315 4.13580 1.94201
H -6.21664 1.78254 3.85628
H -5.73505 3.43330 4.36136
H -4.50518 2.25691 3.92593
C 6.35183 3.35711 -3.93683
N 7.49282 2.47420 -4.25770
O 7.48630 2.17579 -5.45779
O 8.20012 1.99033 -3.38487
H 6.81833 4.30852 -3.68128
H 5.81002 2.82050 -3.15799
H 5.72957 3.56001 -4.80846
C 3.21927 0.99539 7.84362
N 2.22381 0.78228 8.91587
O 2.45470 -0.08583 9.76248
O 1.15909 1.36413 8.81045
H 3.91174 0.15428 7.87700
H 3.69560 1.93038 8.13859
H 2.61700 1.15532 6.94931
C -1.41227 -6.24650 6.51884
N -0.68840 -5.49981 7.63945
O 0.32401 -4.92330 7.35919
O -1.19324 -5.55725 8.73066
H -0.97672 -5.94332 5.56675
H -2.35036 -5.70738 6.38682
H -1.61570 -7.28012 6.79877
C -9.28145 -3.49775 1.29852
N -7.86778 -3.72868 1.66740
O -7.30757 -4.72977 1.18722
O -7.32568 -2.89280 2.36058
H -10.00588 -3.93827 1.98353
H -9.53862 -4.04671 0.39264
H -9.41208 -2.42131 1.18753
C -1.35783 3.62480 -4.56628
O -0.22227 3.55608 -5.39271
C -0.10630 4.46497 -6.39429
O -0.67306 5.54711 -6.34897
O 0.72014 4.03155 -7.30627
C 0.69319 4.63324 -8.61522
H -1.41335 2.66667 -4.04955
H -2.19243 3.91170 -5.20598
H -1.29816 4.40677 -3.80927
H 0.93912 5.69510 -8.62297
H -0.29520 4.41527 -9.01974
H 1.36434 4.11250 -9.29823
C -0.63658 7.14514 2.73970
O -1.48187 8.19587 3.23567
C -1.53972 9.29684 2.57588
O -1.06480 9.43854 1.45488
O -2.32373 10.03779 3.20626
C -3.05332 11.15031 2.57052
H 0.17565 7.48505 2.09716
H -1.12185 6.38522 2.12721
H -0.20090 6.67944 3.62367
H -3.36124 10.85408 1.56775
H -2.33796 11.94773 2.36932
H -3.85183 11.60870 3.15392
C 3.93788 -9.13581 -1.19909
O 2.57141 -9.01235 -1.58418
C 1.64512 -8.29374 -0.84197
O 1.87988 -7.62031 0.13058
O 0.46997 -8.49677 -1.48668
C -0.74087 -7.93899 -1.09429
H 4.50803 -8.29243 -1.58862
H 4.33304 -10.11430 -1.47204
H 4.13317 -9.15731 -0.12693
H -0.65859 -6.85295 -1.13742
H -0.84508 -8.33418 -0.08381
H -1.60738 -8.33831 -1.62137
C 2.78829 -2.12582 -6.96319
O 3.69585 -1.91413 -5.97117
C 3.74526 -2.63187 -4.84633
O 2.85141 -3.33324 -4.42397
O 4.82731 -2.31008 -4.17221
C 5.01398 -2.90389 -2.80531
H 3.05819 -1.55785 -7.85351
H 1.83521 -1.76924 -6.57254
H 2.78551 -3.15635 -7.31830
H 6.02049 -3.17265 -2.48467
H 4.42383 -3.80966 -2.66601
H 4.66203 -2.15536 -2.09543

electronic energy	-2844.6449	Eh
HOMO level	-10.3719	eV
energy relative to the best compared isomer or geometry (same formula, charge and spin)	4.014	eV
Kohn-Sham gap	0.3756	hartree
spin multiplicity	1

Here are the Mulliken charges for atoms 1 to 6, given in e:
1 C -0.66
2 N 0.83
3 O -0.52
4 O -0.50
5 H 0.28
6 H 0.28

---

No. 3
Here is 6 unconnected molecules or ions with the total composition C18H42N6O6 from the Open Molecules 2025 dataset. Energies are from ωB97M-V with the def2-TZVPD basis set.

Positions of all 72 atoms, in Å:
C -1.56200 -1.86766 -1.39956
N -1.17430 -0.66348 -2.27605
C -1.83623 0.46088 -2.33499
C -1.23534 1.59420 -3.21738
O -2.89069 0.60436 -1.74668
H -1.42570 -2.82321 -2.05029
H -2.38809 -1.86869 -1.06969
H -0.93109 -1.84866 -0.59597
H -0.10427 -0.57886 -2.55795
H -0.68924 1.20253 -4.03585
H -0.72670 2.40795 -2.55002
H -2.04143 2.15490 -3.71642
C 1.97890 -2.66630 -0.23511
N 2.04353 -1.13953 0.01088
C 2.03640 -0.22891 -0.93989
C 2.09932 1.16669 -0.50300
O 1.81223 -0.50482 -2.11251
H 1.10771 -2.96561 -0.69659
H 1.86751 -3.21659 0.71843
H 2.80187 -3.07794 -0.83332
H 2.17280 -0.92128 1.14943
H 3.08982 1.61189 -0.47710
H 1.30012 1.33842 0.27214
H 1.42611 1.66485 -1.26814
C -1.00317 0.20521 1.66355
N -0.90942 -0.59557 2.75788
C -1.51929 -1.76125 2.95265
C -1.34070 -2.53100 4.30902
O -2.38504 -2.19659 2.21128
H 0.01561 0.12063 1.16800
H -0.99754 1.14758 1.68539
H -1.89292 -0.14157 1.00536
H -0.13906 -0.44250 3.35700
H -0.49141 -3.41848 4.09159
H -2.15489 -2.92167 4.65944
H -0.99690 -1.80807 5.11703
C 1.49283 5.26797 0.04078
N 0.32068 4.98952 0.91298
C -0.73196 4.22885 0.51707
C -1.88715 4.10867 1.42086
O -0.69300 3.50823 -0.41876
H 1.93594 4.37187 0.24914
H 2.04598 6.10091 0.29267
H 1.29153 5.13998 -1.17914
H -0.00983 5.52112 1.53625
H -2.49942 3.12720 1.33993
H -2.35303 5.16338 1.45428
H -1.36764 4.14757 2.38036
C 1.31948 1.45544 4.26616
N 1.44522 0.06552 4.41053
C 2.25780 -0.67634 3.57157
C 2.34994 -2.09434 3.94414
O 2.66858 -0.25400 2.50241
H 2.36248 1.92502 4.13052
H 0.66554 1.86460 5.12903
H 0.91094 1.78752 3.17121
H 1.33373 -0.33995 5.51585
H 1.50846 -2.82354 3.42809
H 2.25962 -2.47202 5.01772
H 3.19815 -2.30631 3.52142
C -2.19007 -0.81307 -5.72689
N -1.58014 -1.86328 -4.77435
C -0.77731 -2.79623 -5.20773
C 0.09595 -3.56558 -4.27861
O -0.84379 -3.05422 -6.35669
H -2.51902 -1.43143 -6.46361
H -1.45559 -0.13187 -5.84341
H -3.16277 -0.43979 -5.36892
H -1.35620 -1.58586 -3.60255
H -0.42592 -4.42363 -3.74187
H 0.44513 -3.04695 -3.50431
H 1.02838 -4.14684 -4.79868

electronic energy	-1490.7238	Eh
HOMO level	-8.2465	eV
energy relative to the best compared isomer or geometry (same formula, charge and spin)	11.014	eV
Kohn-Sham gap	0.2933	hartree
spin multiplicity	1

Here are the Mulliken charges for atoms 1 to 6, given in e:
1 C -1.26
2 N 0.16
3 C 0.77
4 C -1.07
5 O -0.69
6 H 0.10